This record from the OMol25 dataset describes a structure of composition C30H56CuN2O11 at a distorted geometry. The level of theory is ωB97M-V/def2-TZVPD.

```
100
Properties=species:S:1:pos:R:3:lowdin_charge:R:1
Cu -0.490 0.348 -0.246 0.988
O -4.767 -0.758 -7.122 0.047
O -0.434 4.828 -1.432 -0.041
O -4.262 0.252 -5.044 0.081
O -0.543 -5.629 -4.445 0.066
O -2.439 -1.624 4.290 -0.005
O 0.345 -6.666 -2.698 0.115
O 7.180 -0.254 3.248 0.066
O 0.498 -4.426 -2.784 0.144
O 7.694 1.481 2.007 0.064
O 5.495 0.646 1.967 0.091
O -5.318 1.315 -6.759 0.067
N -2.322 -2.981 4.557 -0.105
N 0.855 5.368 -1.007 -0.070
C -1.487 -3.289 5.759 -0.530
C -4.642 0.285 -6.244 -0.474
C 2.336 6.579 0.524 -0.134
C -3.869 -3.767 2.711 -0.070
C -6.264 0.814 -7.715 -0.290
C -3.481 -3.853 4.161 -0.494
C -0.141 -7.703 -3.508 -0.099
C 3.292 6.814 -0.662 -0.169
C -5.534 -0.439 -8.209 -0.122
C 8.934 1.154 2.581 -0.309
C -0.106 -7.291 -6.079 -0.018
C 3.213 5.675 -1.739 -0.123
C -3.208 -5.362 4.342 -0.135
C -4.772 -3.464 4.943 -0.027
C 9.495 2.301 3.472 -0.017
C -0.107 -2.781 5.583 -0.060
C 1.846 4.040 -2.920 -0.047
C 0.854 6.326 0.131 -0.527
C 1.310 6.515 -3.157 -0.027
C 0.188 5.654 1.399 -0.022
C 8.574 -0.187 3.317 -0.086
C -0.717 -6.987 -4.724 -0.373
C 1.740 5.402 -2.225 -0.499
C -2.020 -2.836 7.090 -0.026
C -6.393 1.918 -8.760 -0.023
C -1.252 -4.859 5.765 -0.149
C 0.148 -5.482 -3.230 -0.526
C 6.682 0.604 2.356 -0.475
C -2.481 -5.671 5.661 -0.198
C 0.255 7.635 -0.158 -0.044
H -2.545 -5.672 3.534 0.117
H -0.499 -8.281 -6.314 0.087
H 2.741 5.776 1.139 0.116
H 0.405 -3.234 6.431 0.085
H 4.323 6.695 -0.328 0.106
H 8.733 2.583 4.199 0.083
H -4.148 -5.911 4.287 0.123
H 1.812 6.486 -4.124 0.095
H 0.083 -1.729 5.797 0.090
H 0.189 8.269 0.726 0.100
H 1.532 7.491 -2.724 0.069
H -2.079 -1.748 7.061 0.084
H -4.660 -3.504 6.027 0.066
H 9.708 3.228 2.939 0.083
H 3.874 4.853 -1.463 0.114
H 10.291 1.887 4.091 0.084
H -4.655 -4.461 2.413 0.092
H 0.225 6.579 -3.245 0.081
H 3.717 6.079 -2.616 0.110
H -0.989 -8.304 -3.178 0.134
H -2.986 -3.886 2.083 0.086
H -1.286 -2.948 7.889 0.094
H 3.211 7.805 -1.108 0.103
H 0.883 8.113 -0.910 0.075
H -0.744 7.428 -0.542 0.091
H 8.820 -0.159 4.379 0.139
H 2.471 7.522 1.053 0.119
H 9.697 0.925 1.837 0.142
H -0.641 -5.107 4.897 0.119
H 0.976 -7.223 -5.965 0.098
H -1.791 -7.165 -4.775 0.147
H 0.346 6.344 2.229 0.081
H -0.868 5.483 1.190 0.073
H -6.849 2.826 -8.366 0.088
H -5.647 -4.056 4.673 0.089
H 0.871 3.807 -3.347 0.071
H 2.078 3.217 -2.244 0.078
H -3.034 -1.343 4.989 0.082
H -5.461 2.082 -9.302 0.091
H 0.250 -3.249 4.665 0.093
H -4.940 -0.140 -9.073 0.140
H -6.181 -1.316 -8.229 0.149
H -0.827 5.548 -1.930 0.066
H 2.550 4.074 -3.751 0.090
H -4.335 -2.825 2.421 0.076
H -7.125 1.644 -9.519 0.086
H -0.706 -5.189 6.649 0.127
H -4.920 -2.407 4.722 0.074
H -2.125 -6.695 5.556 0.114
H -0.555 -6.766 -6.921 0.089
H -2.972 -3.340 7.260 0.074
H -7.176 0.605 -7.155 0.161
H 0.485 -8.505 -3.899 0.135
H 9.040 -0.931 2.672 0.135
H 0.717 4.756 1.717 0.072
H -3.170 -5.656 6.506 0.115
```

HOMO energy ... -9.98 eV
HOMO-LUMO gap ... 0.1287 hartree
Total energy ... -3753.8251 Eh
E_LUMO ... -6.480 eV
2S+1 ... 1
Net charge ... +1

=====

This record from the OMol25 dataset describes a structure of composition C30H57AlNO6 at a distorted geometry. The level of theory is ωB97M-V/def2-TZVPD.

```
95
Properties=species:S:1:pos:R:3:lowdin_charge:R:1
Al 4.149 -0.712 -1.930 0.132
O 1.920 2.674 1.491 -0.151
O -2.630 -5.187 -3.173 -0.147
O -2.542 -0.278 3.839 -0.151
O 0.004 1.581 -5.209 -0.144
O -3.109 4.136 -0.829 -0.146
O 3.573 -1.893 2.626 -0.155
N 1.243 -2.545 -2.059 0.033
C -0.268 2.329 2.331 -0.168
C 1.200 2.019 2.544 -0.205
C -4.816 5.737 -1.202 -0.184
C 1.264 -1.445 -1.278 -0.281
C -3.318 -2.243 4.910 -0.185
C 5.743 -1.937 -1.385 -0.192
C 4.791 1.225 -1.749 -0.312
C 0.709 0.489 -4.597 -0.197
C -3.393 4.792 0.415 -0.211
C 0.981 3.126 0.505 -0.204
C -3.829 4.804 -1.874 -0.202
C -4.093 6.093 0.075 -0.182
C 6.841 -2.675 -1.274 -0.106
C 4.415 -0.733 2.537 -0.198
C -3.752 -4.901 -2.329 -0.220
C 3.785 2.265 -1.714 -0.076
C 5.035 -0.537 3.906 -0.178
C -3.381 -0.729 4.910 -0.210
C -2.131 -3.251 -1.902 -0.188
C -1.759 -1.387 3.371 -0.198
C -0.322 -0.562 -4.249 -0.197
C 2.645 -1.028 -0.553 -0.248
C -3.248 -4.005 -1.216 -0.187
C -1.329 1.156 -5.507 -0.220
C 3.848 -2.568 3.859 -0.212
C -1.925 -2.500 4.386 -0.178
C -1.359 -0.349 -5.331 -0.183
C -0.345 2.470 0.829 -0.159
C -1.550 -4.309 -2.816 -0.209
C 5.115 -1.956 4.421 -0.186
H -2.148 -1.682 2.391 0.119
H -2.349 -0.727 -5.070 0.106
H -1.036 -0.840 -6.256 0.114
H -0.395 1.479 0.365 0.113
H -5.073 6.601 -1.818 0.112
H 1.567 2.368 3.513 0.116
H 3.464 2.730 -2.724 0.062
H 1.343 2.869 -0.493 0.094
H -2.840 -4.613 -0.402 0.113
H -0.758 -0.348 -3.268 0.103
H -0.789 -4.904 -2.302 0.114
H 0.091 -1.572 -4.225 0.095
H -2.547 -2.431 -2.497 0.110
H 2.474 0.004 -0.039 0.040
H 3.945 -3.641 3.677 0.115
H 5.992 -2.456 3.997 0.116
H -4.319 4.065 -2.513 0.118
H -4.396 -0.351 4.765 0.115
H -2.984 -0.315 5.843 0.116
H -0.521 3.283 2.807 0.113
H 1.395 0.944 2.465 0.109
H -4.026 -3.359 -0.804 0.109
H -0.929 1.560 2.735 0.098
H -1.196 -2.379 5.195 0.116
H -4.058 -2.648 4.211 0.115
H 4.361 0.051 4.540 0.110
H 7.946 -3.004 -1.368 0.002
H 2.915 -1.829 0.224 0.054
H -2.465 4.948 0.970 0.111
H -1.202 3.051 0.485 0.088
H -1.596 1.466 -6.521 0.110
H -1.794 -3.494 3.954 0.116
H 5.180 -0.932 1.779 0.121
H 5.923 1.392 -1.661 0.027
H -1.395 -2.834 -1.213 0.093
H 5.999 -0.027 3.868 0.114
H -1.107 -3.883 -3.719 0.107
H -4.179 -5.836 -1.956 0.111
H -4.044 4.133 1.000 0.121
H -2.005 1.651 -4.801 0.110
H -3.352 6.875 -0.123 0.116
H 3.823 0.128 2.217 0.108
H -4.753 6.442 0.872 0.113
H 1.250 0.847 -3.718 0.106
H 1.435 0.110 -5.324 0.119
H 3.605 -1.028 -3.394 -0.074
H -3.505 -2.677 5.895 0.111
H -3.104 5.361 -2.477 0.119
H 2.172 -2.998 -2.090 0.029
H -4.508 -4.391 -2.938 0.112
H 3.364 2.553 -0.686 0.042
H -5.740 5.196 -0.967 0.115
H 0.335 -0.784 -1.056 0.092
H 2.996 -2.403 4.528 0.110
H -0.717 -1.079 3.254 0.116
H 5.175 -2.026 5.510 0.107
H 0.914 4.217 0.583 0.118
```

HOMO energy ... -2.44 eV
HOMO-LUMO gap ... 0.1710 hartree
Total energy ... -1925.5717 Eh
E_LUMO ... 2.211 eV
2S+1 ... 1
Net charge ... -1